Entry 1:
Here is an isolated molecule of C10H12O4 from the Open Molecules 2025 dataset. Energies are from ωB97M-V/def2-TZVPD.

Structure (XYZ):
```
26
C10H12O4 ωB97M-V/def2-TZVPD
C -3.92 -0.77 -0.46
C -2.15 -1.53 0.61
C -0.21 -0.20 -0.07
C 0.93 -1.02 -0.04
C 2.26 -0.45 -0.11
C 4.68 -0.87 0.00
C 2.40 1.02 0.02
C 1.19 1.67 0.21
C -0.05 1.23 0.20
C -1.09 2.39 0.37
H -4.36 0.01 0.41
H -3.12 -0.24 -0.87
H -4.82 -0.91 -0.96
H -1.60 -2.50 0.62
H -2.11 -0.90 1.56
H 0.80 -2.06 -0.26
H 4.98 -0.85 1.09
H 5.28 -1.65 -0.42
H 4.93 0.21 -0.44
H 3.44 1.34 0.18
H 1.36 2.78 0.27
H -1.15 2.76 1.37
O -3.46 -1.83 0.18
O -1.49 -0.63 -0.28
O 3.34 -1.19 -0.29
O -1.86 2.79 -0.48
```

Properties
- ΔE to the lowest compared entry with this formula, charge and spin (kcal per mole) = 111.5
- total charge = 0
- LUMO energy (eV) = 0.662
- SMILES = COCOc1cc(OC)ccc1C=O



Entry 2:
Here is a cluster of 2 separate species, C10H12OSi in total from the Open Molecules 2025 dataset. Energies are from ωB97M-V/def2-TZVPD.

Structure (XYZ):
```
24
C10H12OSi ωB97M-V/def2-TZVPD
C 2.40 2.47 -3.00
C -2.53 -3.18 0.71
C 1.36 -0.09 1.41
C 1.78 1.66 -2.32
C -2.08 -2.11 1.05
C 0.16 -0.01 1.35
C 3.23 3.45 -3.67
C -2.85 -4.57 0.37
C 2.76 0.15 1.72
C -3.60 1.23 2.13
O -2.41 0.75 1.67
Si -1.57 -0.42 1.02
H 2.94 3.43 -4.77
H 3.01 4.43 -3.40
H 4.24 3.11 -3.48
H -4.04 -4.56 0.11
H -2.37 -5.01 -0.53
H -2.87 -5.18 1.23
H 2.88 1.15 1.41
H 2.97 -0.12 2.86
H 3.39 -0.56 1.20
H -3.89 2.23 1.70
H -4.14 0.54 2.73
H 1.23 1.23 -1.52
```

Properties
- ΔE to the lowest compared entry with this formula, charge and spin (kcal per mole) = 0.0
- total charge = 0
- LUMO energy (alpha / beta) (eV) = 0.779 / -0.117
- <S²> = 2.0112
- 2S+1 = 3



Entry 3:
Here is a structure of composition C10H13BaNP from the Open Molecules 2025 dataset. Energies are from ωB97M-V/def2-TZVPD.

Structure (XYZ):
```
26
C10H13BaNP ωB97M-V/def2-TZVPD
C 0.33 0.67 -2.05
C 0.08 -0.09 -3.11
C -0.26 -1.48 -3.15
C -0.35 -2.35 -2.05
C -0.19 -2.15 -0.77
Ba -0.04 -0.15 0.30
P 0.16 2.56 0.81
H 0.67 1.74 -2.08
H 0.19 0.41 -4.07
H -0.38 -1.93 -4.13
H -0.20 -2.81 0.12
H -0.54 -3.40 -2.23
H -1.00 2.90 1.53
H 0.28 3.37 -0.30
H 1.27 2.71 1.65
C -0.75 -1.44 5.41
C -0.46 -0.13 5.05
C -0.29 0.18 3.70
N -0.39 -0.77 2.75
C -0.66 -2.05 3.09
C -0.85 -2.41 4.42
H -0.88 -1.70 6.46
H -0.38 0.66 5.80
H -0.07 1.21 3.40
H -0.74 -2.80 2.29
H -1.07 -3.45 4.67
```

Properties
- total charge = -1
- LUMO energy (alpha / beta) (eV) = 2.080 / 2.080



Entry 4:
Here is the ion C10H13BrNO with charge -1 from the Open Molecules 2025 dataset. Energies are from ωB97M-V/def2-TZVPD.

Structure (XYZ):
```
26
C10H13BrNO ωB97M-V/def2-TZVPD
C 2.68 1.81 -0.24
C 2.02 0.49 0.32
C 2.90 -0.75 -0.01
N 3.01 -1.60 1.17
Br 3.84 -3.20 0.50
O 0.79 0.31 -0.40
C -0.25 1.15 0.08
C -1.55 0.32 0.05
C -1.74 -0.45 -1.08
C -2.85 -1.27 -1.21
C -3.77 -1.29 -0.15
C -3.58 -0.52 0.97
C -2.46 0.30 1.09
H 3.69 1.61 -0.62
H 2.66 2.58 0.54
H 2.09 2.13 -1.11
H 1.89 0.55 1.41
H 3.88 -0.45 -0.45
H 2.36 -1.33 -0.80
H -0.04 1.57 1.07
H -0.40 1.94 -0.69
H -1.01 -0.42 -1.89
H -2.95 -1.88 -2.10
H -4.64 -1.94 -0.25
H -4.28 -0.56 1.80
H -2.29 0.90 1.99
```

Properties
- total charge = -1
- LUMO energy (eV) = 3.110



Entry 5:
Here is a structure of composition C10H13CaF6N3O17S2 from the Open Molecules 2025 dataset. Energies are from ωB97M-V/def2-TZVPD.

Structure (XYZ):
```
52
C10H13CaF6N3O17S2 ωB97M-V/def2-TZVPD
Ca 1.62 -0.72 0.43
C 3.21 2.97 -0.18
F 2.13 3.67 -0.39
F 4.23 3.87 -0.21
F 3.00 2.31 1.02
S 3.62 1.49 -1.53
O 3.87 2.12 -2.87
O 4.75 0.74 -0.99
N 2.12 0.45 -1.33
S 1.16 1.09 -2.40
O -0.20 0.53 -2.20
O 1.23 2.56 -2.63
C 1.65 0.01 -4.04
F 2.95 -0.27 -3.94
F 1.02 -1.17 -3.97
F 1.32 0.69 -5.11
O 3.64 -0.39 1.59
H 3.25 0.39 2.03
N 1.29 -1.14 3.80
O 1.02 -1.55 2.62
O 0.32 -0.77 4.46
O 2.43 -1.16 4.27
N 3.71 -2.82 -1.18
O 4.61 -2.11 -0.79
O 2.56 -2.61 -0.73
O 3.82 -3.71 -1.98
C -2.09 3.76 -1.37
C -2.01 3.55 0.11
C -2.76 2.31 0.62
O -1.74 1.36 0.90
C -0.62 1.89 0.73
O 0.40 1.22 0.83
O -0.71 3.16 0.41
H -3.12 4.01 -1.65
H -1.78 2.83 -1.85
H -1.40 4.49 -1.78
H -2.42 4.42 0.61
H -3.33 1.98 -0.25
H -3.37 2.68 1.44
C -3.53 -4.85 1.50
C -3.47 -3.39 0.97
C -3.37 -2.20 1.96
O -2.28 -1.43 1.47
C -1.54 -2.21 0.62
O -0.42 -1.85 0.29
O -2.18 -3.32 0.29
H -4.41 -4.96 2.15
H -2.85 -4.99 2.34
H -3.40 -5.57 0.69
H -4.33 -3.27 0.32
H -3.32 -2.52 3.01
H -4.26 -1.57 1.90
```

Properties
- total charge = -1
- LUMO energy (alpha / beta) (eV) = 1.862 / 0.290
- <S²> = 0.7531
- 2S+1 = 2



Entry 6:
Here is a structure of composition C10H13Cl4N3O2Ru from the Open Molecules 2025 dataset. Energies are from ωB97M-V/def2-TZVPD.

Structure (XYZ):
```
33
C10H13Cl4N3O2Ru ωB97M-V/def2-TZVPD
Ru 0.24 0.09 0.10
N 1.17 1.78 -0.69
C 2.16 2.36 0.26
C 1.61 2.18 1.66
N 1.16 0.77 1.87
C 2.23 -0.19 2.27
C 2.95 -0.71 1.04
N 1.92 -1.14 0.05
H 1.58 1.68 -1.62
H 0.41 2.45 -0.81
H 2.35 3.40 0.03
H 3.09 1.82 0.13
H 0.74 2.82 1.82
H 2.37 2.46 2.40
H 0.47 0.79 2.62
H 1.73 -1.01 2.79
H 2.94 0.27 2.96
H 3.63 -1.53 1.29
H 3.54 0.07 0.57
H 1.58 -2.06 0.34
H 2.35 -1.29 -0.86
Cl -6.29 -1.95 -1.28
C -4.66 -1.54 -1.34
C -3.95 -1.69 -2.65
Cl -4.85 -2.25 -3.96
C -2.64 -1.39 -2.80
Cl -1.79 -1.53 -4.26
C -1.91 -0.91 -1.65
O -0.72 -0.61 -1.68
C -2.64 -0.76 -0.30
O -1.96 -0.35 0.64
C -4.03 -1.10 -0.22
Cl -4.80 -0.92 1.28
```

Properties
- ΔE to the lowest compared entry with this formula, charge and spin (kcal per mole) = 0.0
- total charge = +2
- LUMO energy (eV) = -9.025



Entry 7:
Here is a structure of composition C10H13ClMoO3 from the Open Molecules 2025 dataset. Energies are from ωB97M-V/def2-TZVPD.

Structure (XYZ):
```
28
C10H13ClMoO3 ωB97M-V/def2-TZVPD
Cl -1.08 2.93 -1.42
C -0.64 -1.19 -1.29
C 0.75 -1.28 -0.97
C 1.48 -0.57 -2.00
H 1.19 -1.83 -0.18
C 0.51 0.00 -2.92
C -0.79 -0.41 -2.48
H -1.75 -0.14 -2.99
H -1.46 -1.68 -0.80
H 2.57 -0.42 -2.09
C 0.79 0.98 -4.00
Mo 0.13 0.86 -0.92
C 1.60 1.17 0.40
O 2.36 1.39 1.29
C -1.34 1.45 0.63
O -2.08 1.94 1.39
H 1.77 1.45 -3.79
H -0.05 1.68 -3.98
H 0.84 0.55 -5.01
C -1.18 -0.75 4.24
C -0.16 -0.49 3.15
O -0.25 -1.57 2.21
H -2.17 -0.61 3.80
H -0.98 0.00 5.00
H -1.07 -1.73 4.71
H -0.46 0.41 2.59
H 0.86 -0.38 3.57
H 0.63 -1.77 1.89
```

Properties
- ΔE to the lowest compared entry with this formula, charge and spin (kcal per mole) = 0.0
- total charge = +2
- LUMO energy (alpha / beta) (eV) = -11.859 / -12.035
- <S²> = 2.0331
- 2S+1 = 3



Entry 8:
Here is an isolated molecule of C10H13ClO2S from the Open Molecules 2025 dataset. Energies are from ωB97M-V/def2-TZVPD.

Structure (XYZ):
```
27
C10H13ClO2S ωB97M-V/def2-TZVPD
C -1.57 -0.17 -0.91
C -1.05 -1.37 -0.88
C -1.69 3.02 -0.78
C 2.07 -2.89 0.87
C -0.61 2.14 -1.42
C -1.80 2.01 0.38
C 0.92 -2.13 1.57
C 2.24 -1.71 -0.11
C -0.90 1.04 -0.39
C 1.01 -1.10 0.49
O 1.73 1.36 0.04
O 0.30 0.90 2.00
S 0.62 0.63 0.62
Cl -1.46 -2.91 -1.33
H -2.55 0.03 -1.37
H -1.38 4.02 -0.50
H -2.60 3.09 -1.38
H 2.93 -3.10 1.49
H 1.74 -3.80 0.38
H -0.74 1.85 -2.46
H 0.40 2.52 -1.28
H -1.32 2.35 1.29
H -2.80 1.64 0.62
H -0.02 -2.67 1.65
H 1.17 -1.71 2.55
H 3.12 -1.08 0.07
H 2.21 -1.95 -1.18
```

Properties
- ΔE to the lowest compared entry with this formula, charge and spin (kcal per mole) = 107.7
- total charge = 0
- LUMO energy (alpha / beta) (eV) = -0.610 / -0.661



Entry 9:
Here is a cluster of 4 separate species, C10H13F9N2O13S2 in total from the Open Molecules 2025 dataset. Energies are from ωB97M-V/def2-TZVPD.

Structure (XYZ):
```
49
C10H13F9N2O13S2 ωB97M-V/def2-TZVPD
O 3.64 -2.53 0.83
N 2.97 -1.61 0.77
O 2.34 -1.54 -0.54
C 1.00 -1.14 -0.50
N 0.60 -0.90 -1.88
C 0.79 0.47 -2.30
O -0.10 1.17 -2.67
F 2.04 0.93 -2.30
C 1.22 -1.74 -2.84
O 1.58 -1.30 -3.89
F 1.32 -3.01 -2.58
O 1.02 0.16 0.13
S 0.35 0.21 1.60
O -0.49 1.31 1.82
O 1.28 -0.05 2.62
O -0.59 -1.10 1.38
C 0.04 -1.93 0.42
S -1.14 -3.15 -0.23
O -1.76 -3.72 0.92
O -0.50 -4.16 -1.01
C -2.50 -2.41 -1.27
F -3.27 -3.43 -1.54
F -2.01 -2.01 -2.43
C -3.38 -1.32 -0.59
F -4.63 -1.53 -1.00
F -3.39 -1.38 0.72
C -3.05 0.14 -1.00
F -1.83 0.48 -0.62
F -3.22 0.37 -2.27
F -3.89 0.91 -0.34
H 0.67 -2.58 1.04
C 1.10 3.02 4.63
O 2.42 2.67 4.23
H 1.04 4.10 4.73
H 0.38 2.69 3.87
H 0.86 2.55 5.59
H 2.45 1.71 4.15
C 4.50 1.09 -4.98
O 5.04 1.24 -3.67
H 5.22 1.47 -5.69
H 4.30 0.03 -5.20
H 3.56 1.65 -5.07
H 4.40 0.89 -3.05
C -3.47 2.43 3.63
O -3.47 1.23 2.88
H -3.97 2.24 4.58
H -2.45 2.77 3.82
H -4.01 3.22 3.09
H -3.03 1.41 2.04
```

Properties
- total charge = 0
- LUMO energy (eV) = -2.063
- SMILES = O=NO[C@]1(N(C(=O)F)C(=O)F)OS(=O)(=O)O[C@H]1S(=O)(=O)C(F)(F)C(F)(F)C(F)(F)F.CO.CO.CO



Entry 10:
Here is a structure of composition C10H13FIN3OPt from the Open Molecules 2025 dataset. Energies are from ωB97M-V/def2-TZVPD.

Structure (XYZ):
```
30
C10H13FIN3OPt ωB97M-V/def2-TZVPD
N 0.57 1.74 2.78
C 0.60 0.69 2.27
C 0.70 -0.50 1.43
F -0.04 -1.48 2.06
C 2.15 -0.99 1.42
C 3.18 0.13 1.40
O 3.03 1.15 0.80
C 0.06 -0.27 0.02
C 1.07 -0.13 -1.06
N 1.92 -0.04 -1.85
C -0.78 -1.44 -0.46
N -0.13 -2.69 -0.49
C -0.73 1.06 0.00
C -1.52 1.28 -1.31
C -2.51 2.45 -1.07
I -4.39 1.96 -2.04
H 2.39 -1.69 0.61
H 2.30 -1.55 2.34
H 4.12 -0.04 1.94
H -0.98 -1.18 -1.56
H -1.76 -1.47 0.03
H -0.77 -3.41 -0.14
H 0.73 -2.73 0.05
H -0.05 1.89 0.09
H -1.46 1.07 0.81
H -0.83 1.61 -2.08
H -2.13 0.43 -1.59
H -2.78 2.56 -0.03
H -2.21 3.37 -1.54
Pt 0.38 -1.64 -2.70
```

Properties
- total charge = +2
- LUMO energy (eV) = -13.000



Entry 11:
Here is a cluster of 2 separate species, C10H13I in total from the Open Molecules 2025 dataset. Energies are from ωB97M-V/def2-TZVPD.

Structure (XYZ):
```
24
C10H13I ωB97M-V/def2-TZVPD
C -0.96 2.45 0.25
C -0.77 3.09 1.36
C -1.47 -2.21 0.53
C 0.20 -0.81 -0.75
C -1.09 -1.46 -0.50
C 1.14 -0.40 0.13
C 1.90 1.56 -1.32
C 2.19 0.57 -0.44
C -2.03 -1.48 -1.68
C 1.17 -0.54 1.67
I 4.23 0.26 0.15
H -1.39 2.93 2.31
H 0.12 3.85 1.37
H -2.56 -2.43 0.65
H -0.90 -2.69 1.26
H 0.21 -0.48 -1.72
H 0.93 1.52 -1.61
H 2.56 2.19 -1.87
H -1.54 -1.15 -2.55
H -2.72 -2.36 -1.86
H -2.80 -0.75 -1.41
H 1.46 0.43 2.06
H 1.89 -1.24 2.05
H 0.22 -0.88 1.91
```

Properties
- ΔE to the lowest compared entry with this formula, charge and spin (kcal per mole) = 52.8
- total charge = 0
- LUMO energy (eV) = -0.559



Entry 12:
Here is a structure of composition C10H13LaNO2 from the Open Molecules 2025 dataset. Energies are from ωB97M-V/def2-TZVPD.

Structure (XYZ):
```
27
C10H13LaNO2 ωB97M-V/def2-TZVPD
C 0.30 -1.52 -1.99
C -1.03 -1.62 -1.46
C -1.00 -2.50 -0.33
C 0.36 -2.93 -0.14
C 1.16 -2.34 -1.18
La 0.57 -0.22 0.35
C -1.19 2.69 -1.49
C -0.02 2.67 -2.07
C 0.82 2.69 -3.21
N 1.90 1.07 -0.24
H -1.86 -2.82 0.25
H -1.92 -1.16 -1.90
H 0.71 -3.60 0.65
H 2.23 -2.46 -1.31
H 0.61 -0.91 -2.84
H -2.15 2.14 -1.90
H 2.79 1.46 -0.77
H -1.29 2.03 -0.15
H 0.52 3.17 -4.30
H 1.98 2.53 -3.08
C -0.66 0.26 4.52
C -0.32 0.22 3.06
O 0.85 -0.27 2.76
O -1.14 0.63 2.17
H 0.24 0.01 5.09
H -1.45 -0.47 4.72
H -1.03 1.26 4.78
```

Properties
- total charge = -1
- LUMO energy (alpha / beta) (eV) = 2.645 / 2.190



Entry 13:
Here is the ion C10H13N2 with charge +1 from the Open Molecules 2025 dataset. Energies are from ωB97M-V/def2-TZVPD.

Structure (XYZ):
```
25
C10H13N2 ωB97M-V/def2-TZVPD
C 3.15 1.00 -1.90
C 2.88 0.61 -0.59
C 2.07 1.25 -2.66
C 1.57 0.69 -0.53
C -1.78 -0.78 -0.81
C -1.05 0.33 -0.95
C -1.77 -1.27 0.63
C -0.45 1.09 -2.08
C -0.34 0.51 0.34
C -0.20 -0.61 2.59
N 0.98 0.99 -1.78
N -0.46 -0.76 1.14
H 4.18 1.10 -2.11
H 3.51 0.33 0.22
H 1.98 1.56 -3.67
H -2.33 -1.12 -1.61
H -2.43 -0.74 1.32
H -1.67 -2.30 0.64
H -0.77 0.74 -3.14
H -0.78 2.21 -2.06
H -0.65 1.30 0.98
H 0.66 -1.26 2.89
H 0.06 0.42 2.84
H -1.02 -0.80 3.34
H 0.32 -1.25 0.67
```

Properties
- ΔE to the lowest compared entry with this formula, charge and spin (kcal per mole) = 127.9
- total charge = +1
- LUMO energy (eV) = -3.613



Entry 14:
Here is the ion C10H13N2 with charge +1 from the Open Molecules 2025 dataset. Energies are from ωB97M-V/def2-TZVPD.

Structure (XYZ):
```
25
C10H13N2 ωB97M-V/def2-TZVPD
C -1.48 -0.41 -1.22
C -0.37 -0.46 -0.43
C -4.97 0.13 0.48
C -2.71 -0.17 -0.61
C 0.83 -0.70 0.05
C 1.64 0.54 -0.08
C 2.10 0.89 -1.27
C -4.91 0.77 1.67
C 3.21 1.92 -1.50
C 2.67 -1.80 1.26
N -3.82 -0.05 -0.22
N 1.22 -1.65 0.94
H -1.55 -0.41 -2.34
H -5.94 0.05 -0.04
H 1.99 0.80 0.89
H 1.86 0.47 -2.27
H -5.82 0.75 2.18
H -4.09 1.17 2.20
H 4.08 1.41 -1.08
H 3.06 2.82 -1.03
H 3.41 2.17 -2.55
H 3.08 -0.86 1.34
H 2.52 -2.32 2.27
H 3.32 -2.49 0.59
H 0.68 -2.58 0.77
```

Properties
- ΔE to the lowest compared entry with this formula, charge and spin (kcal per mole) = 67.0
- total charge = +1
- LUMO energy (alpha / beta) (eV) = -3.106 / -6.131
- <S²> = 2.0367
- 2S+1 = 3



Entry 15:
Here is a cluster of 2 separate species, C10H13N2O3 in total from the Open Molecules 2025 dataset. Energies are from ωB97M-V/def2-TZVPD.

Structure (XYZ):
```
28
C10H13N2O3 ωB97M-V/def2-TZVPD
C -2.92 2.37 0.62
C -1.70 2.69 1.10
C -3.17 1.14 0.01
C -0.59 1.87 0.87
C -2.06 0.36 -0.32
C -0.79 0.71 0.12
C -0.97 -2.76 0.67
C 2.32 -1.42 0.66
C 0.99 -0.71 0.69
C 0.52 -0.42 -1.65
N -1.46 -3.44 -0.20
N 0.27 -0.20 -0.22
O -0.51 -2.02 1.43
O 0.70 -1.68 -1.98
O -0.38 0.21 -2.47
H -3.80 3.03 0.75
H -1.50 3.51 1.65
H -4.05 0.55 0.02
H 0.43 2.15 1.26
H -2.34 -0.43 -0.91
H 2.49 -2.04 -0.18
H 3.00 -0.57 0.89
H 0.75 -0.40 1.71
H 2.31 -2.21 1.46
H 1.45 -0.01 -1.86
H -1.64 -4.39 -0.30
H -0.05 -1.92 -2.45
H -0.58 1.12 -2.18
```

Properties
- ΔE to the lowest compared entry with this formula, charge and spin (kcal per mole) = 16.4
- total charge = +1
- LUMO energy (eV) = -3.480



Entry 16:
Here is a structure of composition C10H13N3O from the Open Molecules 2025 dataset. Energies are from ωB97M-V/def2-TZVPD.

Structure (XYZ):
```
27
C10H13N3O ωB97M-V/def2-TZVPD
C 2.66 0.84 0.48
C 3.65 -0.20 -0.14
C 1.33 -1.05 -0.31
C 0.12 -1.82 0.43
C -1.32 -0.99 0.54
C -2.27 -1.39 -0.50
C -3.33 -0.47 -1.11
C -3.61 0.80 -0.31
C -2.80 0.81 1.01
C -1.63 0.24 1.32
H 3.07 1.10 1.62
H 2.67 2.03 0.03
H 4.62 -0.49 0.41
H 3.78 0.07 -1.28
H 2.77 -1.76 -1.33
H 1.18 -0.90 -1.37
H 0.04 -1.69 1.59
H 0.03 -2.87 0.45
H -2.23 -2.29 -1.20
H -3.95 -0.74 -2.02
H -4.37 1.85 -0.64
H -3.22 1.59 1.74
H -0.83 0.23 2.31
N 0.65 1.37 -0.82
N 1.32 0.48 0.17
N 2.64 -1.48 -0.05
O 0.94 2.58 -0.48
```

Properties
- ΔE to the lowest compared entry with this formula, charge and spin (kcal per mole) = 230.7
- total charge = 0
- LUMO energy (eV) = -0.226